C32H93N15O11 | wB97M-V/def2-TZVPD

Structure (XYZ):
```
151
Properties=species:S:1:pos:R:3:forces:R:3:mulliken_charge:R:1
C -1.9404 -3.4919 5.0556 0.6 0.6 -0.5 -0.5649
O -0.5507 -3.6372 4.8528 0.8 -0.6 1.0 -0.5004
C 0.0046 -3.0966 3.6825 -1.3 0.3 -0.4 0.8362
C -0.0769 -1.5457 3.5964 -0.5 0.0 -0.5 0.2488
C -1.2838 -1.0380 2.7414 0.7 -1.2 0.9 -0.7463
N 1.1659 -1.0129 3.0516 0.0 0.3 -0.3 -0.0704
H -2.2206 -4.0173 5.9647 0.1 -0.2 -0.1 0.2473
H -2.4837 -3.8779 4.1878 -0.2 0.0 0.1 0.2118
H -2.1552 -2.4294 5.2037 -0.4 0.0 -0.1 0.2473
H 1.0418 -3.4128 3.5697 0.0 0.0 0.6 -0.3932
H -0.5131 -3.5910 2.8468 -0.1 0.4 -0.3 -0.3413
H -0.2561 -1.1323 4.5929 0.4 -0.2 0.2 0.4445
H -1.0618 -1.3205 1.7131 -0.4 0.3 -0.2 -0.2811
H -1.5181 0.0125 2.9034 0.3 0.1 -0.2 0.2206
H -2.1435 -1.6039 3.1024 -0.2 0.0 -0.4 0.4960
H 1.9677 -1.4852 3.4502 0.0 0.1 0.0 0.2549
H 1.1878 -1.1460 2.0437 0.0 -0.1 -0.1 -0.3754
C -4.5484 -4.9243 -1.4677 -0.6 -1.2 0.2 -0.8666
O -3.6066 -4.7116 -0.4503 0.1 1.1 0.3 -0.2855
C -2.5688 -5.6711 -0.3917 -0.2 0.2 0.5 -0.9217
C -1.3175 -5.0609 0.2766 0.1 0.1 -1.7 0.1652
C -1.0850 -3.5992 -0.1312 0.5 -0.1 1.0 0.4970
N -0.1914 -5.8681 -0.2054 -0.4 -0.8 -0.2 -0.7631
H -5.0428 -5.8814 -1.2442 0.1 -0.2 -0.6 0.3131
H -4.0871 -4.9097 -2.4590 -0.1 -0.2 -0.1 0.4053
H -5.3923 -4.2336 -1.4565 0.5 0.6 0.3 0.1953
H -2.8998 -6.5135 0.2239 0.0 -0.3 -0.2 0.3575
H -2.3541 -6.0227 -1.4058 0.2 0.0 0.0 0.3739
H -1.3912 -5.1692 1.3584 -0.1 0.2 0.0 0.3215
H -0.6533 -3.4352 -1.1176 -0.2 -0.5 -0.2 -0.7274
H -0.2620 -3.3354 0.5384 -0.2 0.8 0.0 -0.3118
H -1.9517 -2.9461 -0.0362 0.1 0.0 0.3 0.5074
H -0.1967 -5.7770 -1.2151 0.3 -0.1 0.0 0.3366
H 0.7316 -5.6147 0.1166 -0.1 0.3 0.3 0.1950
C -3.7570 1.2869 -0.6026 -0.3 0.9 -1.1 -0.0053
O -4.6480 1.5857 0.4311 0.1 -1.1 2.0 -0.3986
C -5.3007 2.8354 0.5187 1.0 -0.5 -2.0 -1.0181
C -4.4195 4.0239 0.9406 -0.5 0.0 1.7 2.2030
C -3.4935 3.8364 2.1554 -0.4 -0.5 -1.0 -1.1033
N -5.3893 5.1003 1.1632 0.6 1.9 -0.6 -0.7290
H -4.2530 1.1029 -1.5660 -0.4 0.0 0.1 0.3959
H -3.1954 0.3803 -0.3924 0.1 0.2 0.4 -0.0009
H -3.0993 2.1317 -0.8405 0.4 -0.1 0.3 -0.1300
H -5.6958 2.9230 -0.5026 -0.2 1.1 0.1 0.3681
H -6.1888 2.7765 1.1467 0.3 -0.3 0.4 0.3504
H -3.6245 4.3277 0.2599 -1.0 0.0 -1.0 -1.1767
H -4.0210 3.6653 3.0923 0.2 -0.3 0.0 0.3810
H -2.9089 4.7565 2.2082 0.1 0.0 0.3 0.3303
H -2.8399 3.0320 1.8059 0.2 -0.2 1.0 -0.0020
H -4.8501 5.9675 1.1668 -0.2 0.1 -0.5 0.3068
H -5.7780 5.1969 2.0977 0.0 -1.1 0.1 0.2707
C 2.6687 2.4670 -1.5263 0.4 1.0 0.7 -0.5623
O 3.5070 1.8228 -0.5861 0.4 -0.4 -0.4 -0.2908
C 4.4545 0.9335 -1.2138 -1.5 -0.2 -1.1 -0.7607
C 5.0350 0.0663 -0.1338 0.2 1.3 1.0 0.5481
C 6.3878 -0.4953 -0.4969 -0.1 -0.4 -0.2 -1.5901
N 4.0859 -0.9236 0.3508 -0.2 0.3 -0.5 -0.1345
H 2.1195 3.2584 -1.0102 -0.1 -0.3 0.4 0.0714
H 1.9353 1.8045 -1.9881 0.3 -0.2 -0.3 0.2702
H 3.3014 3.0562 -2.1981 -0.2 -0.4 -0.7 0.5226
H 3.9009 0.3887 -1.9934 -0.1 -0.5 0.2 0.1153
H 5.2047 1.4402 -1.8298 0.3 0.5 0.6 0.4948
H 5.1158 0.8721 0.6158 0.7 -0.4 0.4 0.2077
H 6.2918 -1.0349 -1.4441 0.3 0.2 -0.2 0.2377
H 6.7696 -1.2392 0.2032 -0.2 0.1 0.3 0.3895
H 7.1116 0.3168 -0.5561 0.1 -0.1 -0.3 0.4590
H 3.2155 -0.4120 0.4866 -0.3 -0.4 0.0 -0.3376
H 4.3616 -1.2477 1.2709 0.1 0.0 0.0 0.2483
C 4.3262 -5.0625 3.5029 0.4 -0.3 -0.6 -0.6211
O 3.9632 -5.4353 2.1790 -0.1 -0.2 0.0 -0.4837
C 3.3309 -4.3893 1.4703 0.6 0.8 0.2 0.2156
C 3.4082 -4.5937 -0.0254 -1.2 0.3 -1.7 0.2726
C 4.8264 -4.8099 -0.5353 0.0 -0.4 0.4 -1.6302
N 2.8573 -3.4818 -0.8205 0.8 0.5 -0.2 0.1084
H 3.5748 -4.3631 3.8672 0.1 -0.1 0.6 0.2254
H 5.3401 -4.6472 3.5402 -0.2 0.6 -0.3 0.2507
H 4.4631 -5.9591 4.1071 -0.8 -0.1 0.0 0.2774
H 2.3064 -4.1802 1.8001 -0.2 -0.4 0.0 -0.0832
H 3.8606 -3.4467 1.6728 0.2 0.1 0.0 0.1510
H 2.7658 -5.4111 -0.3660 0.3 -0.5 0.5 0.4396
H 5.1029 -5.8630 -0.4870 0.2 0.1 0.2 0.3663
H 5.5104 -4.2117 0.0714 0.2 -0.1 -0.1 0.2388
H 4.8820 -4.4998 -1.5762 0.0 0.0 0.0 0.4066
H 1.8773 -3.2364 -0.8366 -0.1 -0.4 0.6 -0.3783
H 3.3867 -2.6210 -0.6907 -0.3 -0.1 0.6 0.1570
C 0.2316 3.7511 7.1757 0.9 -0.8 0.2 -0.7322
O 1.1255 3.1665 6.2258 -0.7 0.2 0.3 -0.3305
C 1.0313 3.7818 4.9443 1.9 -0.4 -0.2 -0.8647
C 1.3441 2.7037 3.8979 -1.5 -0.4 -0.4 0.6193
C 1.3873 3.1776 2.4589 0.1 0.6 0.7 -1.0458
N 0.2472 1.6952 3.9988 1.2 0.5 0.2 -0.3997
H -0.7895 3.4523 6.9400 -0.2 0.7 -0.2 0.3028
H 0.4567 4.8119 7.2941 -0.6 0.2 -0.3 0.3026
H 0.4472 3.3228 8.1563 0.2 -0.2 -0.1 0.2576
H 0.0849 4.3020 4.7934 -0.2 -0.3 -0.2 0.3937
H 1.8553 4.5053 4.8927 -0.2 0.4 0.0 0.3368
H 2.3255 2.2380 4.0481 0.0 0.2 0.7 0.2401
H 0.4295 3.6443 2.2191 0.1 0.0 -0.3 0.1171
H 1.6069 2.3187 1.8250 -0.1 0.1 -0.2 -0.0339
H 2.2047 3.8994 2.3796 -0.1 0.1 -0.4 0.5320
H 0.5410 0.9499 3.3616 -0.2 -0.1 0.4 -0.2099
H 0.4313 1.3426 4.9372 -0.6 -0.5 -0.1 0.3627
C -0.8757 4.5635 -1.0419 -0.4 -0.7 -0.5 -0.1595
O -1.4941 5.1638 -2.1676 0.2 0.6 0.0 -0.4104
C -2.8346 5.5494 -1.9443 -0.8 0.0 0.2 -0.5918
C -3.2355 6.7477 -2.7993 1.0 1.2 -0.7 0.6102
C -2.0865 7.7535 -2.9549 0.4 0.2 -0.2 -1.5108
N -4.3840 7.4561 -2.2587 -0.5 -1.5 0.3 -0.6061
H -1.4389 3.6504 -0.8203 0.0 0.1 0.5 -0.2518
H -0.8005 5.2387 -0.1881 -0.2 0.0 0.1 0.4071
H 0.1192 4.2158 -1.3176 0.0 0.3 -0.2 0.1877
H -3.5047 4.7089 -2.1522 0.0 -0.1 -0.1 0.2825
H -3.0314 5.7939 -0.8950 0.4 0.2 0.1 0.3662
H -3.4599 6.4048 -3.8134 -0.3 -0.2 0.1 0.2024
H -2.4197 8.5674 -3.6027 -0.2 0.1 0.1 0.4606
H -1.1750 7.3866 -3.4304 -0.1 -0.3 0.2 0.3104
H -1.8291 8.1799 -1.9831 0.1 0.0 0.0 0.2604
H -4.6771 8.2819 -2.7489 0.2 0.1 0.0 0.2438
H -4.3425 7.5671 -1.2582 0.0 0.3 0.0 0.1803
N -1.0075 -4.2156 -5.4022 0.0 -0.2 -0.9 -0.3330
C -2.0998 -3.9908 -4.6301 -1.3 -0.6 0.8 0.3482
N -1.7925 -3.4644 -3.4217 0.2 0.4 0.3 -0.0812
O -3.2457 -4.3317 -4.9278 0.8 0.0 -0.1 -0.7035
H -1.1841 -4.7157 -6.2560 0.2 0.3 -0.1 0.1790
H -0.1487 -3.7330 -5.2120 0.1 -0.2 0.0 0.1928
H -0.8735 -3.0861 -3.2575 -0.1 -0.1 0.2 0.2877
H -2.4853 -3.4572 -2.6948 0.0 0.3 -0.1 0.1206
N 3.3820 -2.2927 -3.5627 0.4 0.2 0.2 -0.1509
C 2.1594 -2.4188 -4.1072 -0.1 0.9 -0.5 0.5629
N 2.2305 -2.2696 -5.4815 0.2 0.1 -1.0 -0.4488
O 1.0937 -2.5114 -3.5015 0.4 -0.8 -0.3 -0.6190
H 4.1701 -2.3087 -4.1795 0.1 -0.1 0.0 0.1815
H 3.5838 -2.3089 -2.5743 -0.6 -0.4 0.1 -0.0904
H 1.5631 -2.5273 -6.1871 -0.6 -0.1 0.7 0.1621
H 2.9695 -1.7342 -5.8998 0.3 -0.1 0.3 0.1501
N 0.4161 1.6349 -4.8122 -0.2 0.2 -0.3 -0.2655
C -0.5423 2.3323 -4.1553 0.2 0.6 0.8 0.5503
N -0.5660 3.6681 -4.4813 -0.9 -1.2 0.6 -0.4064
O -1.2539 1.8817 -3.2529 0.5 0.2 -0.3 -0.6854
H 0.7701 0.7596 -4.4720 -0.2 -0.1 -0.3 0.1216
H 0.6877 2.0649 -5.6751 0.7 -0.6 -0.1 0.1552
H -1.3693 4.0866 -4.0310 0.3 0.8 -0.3 0.1706
H -0.1231 4.0120 -5.3100 -0.2 0.3 0.0 0.1733
N -0.4007 0.6269 -0.1331 -0.1 0.8 0.1 0.9559
C 0.3049 -0.3795 -0.7265 -0.2 -0.2 -0.5 -0.6137
N 0.1523 -0.3211 -2.0899 0.6 0.0 0.6 0.6818
O 0.9433 -1.2340 -0.1202 -0.1 0.1 0.1 1.1932
H -0.5332 0.7759 0.8519 0.5 -0.4 0.1 -0.2417
H -0.6378 1.4038 -0.7245 -0.4 0.0 0.0 -0.3689
H 0.4898 -1.0544 -2.7109 0.0 0.2 0.5 -0.3053
H -0.2768 0.5250 -2.4316 -0.5 -0.3 -0.5 -0.2721
```
Forces are in eV/Å.

## Properties
* charge: 0
* energy relative to the best compared isomer or geometry (same formula, charge and spin): 301.3 kJ/mol
* spin multiplicity: 1
* energy: -2923.96904 Eh
* max |F|: 2.31 eV Å⁻¹